Molecular formula: C35H48AgBrNO2
Method: DFT, ωB97M-V with the def2-TZVPD basis set

```
88
Properties=species:S:1:pos:R:3:forces:R:3
C -3.118105 -2.167190 -4.128744 0.31 0.50 0.08
C -2.649228 -0.729445 -4.423909 -0.08 -0.61 0.24
C -3.748754 0.325280 -4.153760 0.54 -0.12 -0.48
C -3.396718 1.302085 -3.021889 0.26 -0.63 0.44
C -4.196117 1.049303 -1.706280 -0.35 0.13 -1.41
C -4.982227 2.282536 -1.204903 -0.06 -0.55 0.63
C -4.622376 2.674873 0.228775 0.42 0.70 -0.07
C -3.256810 3.417426 0.277281 -0.20 -0.87 -0.35
C -2.190914 2.587410 1.005045 -0.04 0.31 0.16
C -2.128477 2.813286 2.538042 0.24 0.36 -0.66
C -0.676209 3.030938 3.014757 -0.18 -0.10 0.38
C -0.168976 1.913683 3.950004 -0.27 -0.09 -0.32
C 0.346225 0.695260 3.217939 0.00 -0.92 -0.17
C -0.311823 -0.517791 3.502190 0.63 -0.26 -0.76
C -0.043085 -1.728261 2.835629 0.44 0.74 -0.24
C -0.807027 -2.958541 3.268836 0.01 0.19 0.38
C -2.266674 -2.991027 2.767024 0.50 0.05 -0.12
C -2.546161 -2.103038 1.565757 -0.97 0.18 -0.56
Br -2.808765 -4.806515 2.334097 -0.09 0.09 0.10
C 0.918450 -1.695735 1.797638 -0.32 0.70 0.64
C 1.633150 -0.497823 1.526903 -0.72 0.03 0.86
C 1.391533 0.703989 2.256689 -0.39 -0.52 -0.33
C 2.225350 1.954837 2.031387 0.44 -0.79 0.74
C 3.728993 1.724878 2.377278 -0.16 0.26 -0.26
C 4.719602 2.384715 1.386153 0.15 -0.59 0.09
N 5.851485 3.072349 1.982168 -0.10 0.07 -0.40
C 2.625810 -0.553840 0.414122 -0.24 -0.68 0.31
O 2.921148 0.409080 -0.233167 0.32 1.21 -0.57
C 3.222133 -1.870774 0.039091 -0.09 -0.02 0.52
C 4.535923 -1.842714 -0.672363 -0.06 0.05 -0.69
C 4.458636 -2.197696 -2.155025 -0.03 -0.35 -0.87
C 5.666518 -2.341586 -2.872032 -0.76 -0.18 -0.48
C 5.675248 -2.684583 -4.238838 -0.83 0.20 0.68
C 4.459133 -2.883245 -4.925489 0.12 0.39 1.25
C 3.251696 -2.722547 -4.219444 0.97 0.12 0.15
C 3.249858 -2.379270 -2.851063 0.68 -0.18 -0.69
C 2.514101 -2.967936 0.305007 0.63 0.01 -0.05
C 1.214547 -2.908845 0.984049 0.48 0.45 0.05
O 0.433734 -3.822393 0.869511 -0.78 -0.53 -0.08
H -2.276914 -2.854146 -4.043313 -0.03 -0.08 -0.15
H -3.668554 -2.202387 -3.181779 -0.15 -0.09 0.11
H -3.781446 -2.501859 -4.921457 -0.15 -0.20 0.10
H -1.750216 -0.531269 -3.824123 -0.10 0.16 -0.10
H -2.333135 -0.709249 -5.464743 0.11 0.16 -0.03
H -3.916626 0.870618 -5.081247 -0.11 0.11 0.06
H -4.669513 -0.219075 -3.944494 -0.19 0.17 0.05
H -3.483518 2.337564 -3.339735 -0.26 0.04 0.05
H -2.331899 1.164827 -2.818480 0.07 0.21 0.06
H -3.535743 0.677074 -0.903271 0.34 0.57 0.46
H -4.888377 0.232725 -1.914397 -0.23 0.00 0.06
H -6.051735 2.085097 -1.273679 -0.01 -0.09 -0.05
H -4.765772 3.099481 -1.889951 -0.06 0.15 0.11
H -4.498675 1.793259 0.860078 -0.44 -0.19 0.01
H -5.423890 3.274784 0.654855 -0.01 0.04 0.06
H -2.926914 3.529818 -0.757389 0.07 0.21 -0.03
H -3.341401 4.420281 0.690685 0.03 0.00 0.13
H -2.369828 1.528096 0.780375 0.09 -0.07 0.02
H -1.221557 2.823531 0.564748 0.08 0.00 0.08
H -2.703271 3.717914 2.733454 -0.08 -0.01 0.19
H -2.614913 2.003311 3.080887 0.00 -0.05 0.05
H -0.569196 3.982064 3.535371 -0.18 0.05 0.05
H -0.077117 3.123698 2.116361 0.35 -0.05 0.10
H 0.506786 2.279822 4.721968 0.33 0.07 -0.22
H -1.044010 1.556013 4.492268 0.03 0.14 0.27
H -1.080021 -0.543172 4.268776 0.06 0.13 0.08
H -0.873480 -2.936835 4.358180 0.08 0.02 0.04
H -0.279166 -3.868659 3.024723 -0.02 -0.07 -0.26
H -2.915508 -2.647720 3.566719 -0.17 -0.15 0.00
H -3.629118 -2.148036 1.371773 0.02 -0.12 0.15
H -2.301469 -1.053070 1.764147 0.30 -0.11 0.20
H -2.019471 -2.515884 0.676088 0.43 -0.16 0.27
H 2.138876 2.285202 1.002956 -0.13 0.20 -0.04
H 1.876050 2.697395 2.737508 -0.18 0.34 -0.28
H 3.928144 0.655364 2.451571 0.09 -0.05 0.00
H 3.936850 2.141370 3.363462 -0.11 -0.03 0.09
H 5.130918 1.593169 0.757896 -0.03 0.00 -0.13
H 4.194053 3.041281 0.695912 0.00 0.25 0.10
H 5.598785 3.953739 2.403377 0.00 -0.06 0.21
H 6.332842 2.481010 2.643041 0.05 0.13 0.13
H 5.235627 -2.517154 -0.179228 -0.03 -0.10 0.03
H 4.957263 -0.839744 -0.626410 -0.01 0.07 0.21
H 6.598371 -2.180719 -2.342091 0.05 -0.05 -0.09
H 6.624791 -2.783902 -4.747379 -0.04 -0.03 -0.05
H 4.466126 -3.130074 -5.977385 -0.07 -0.05 0.00
H 2.319722 -2.858173 -4.753058 -0.06 0.01 0.11
H 2.289427 -2.263984 -2.367747 0.05 0.01 0.16
H 2.868664 -3.942136 -0.006938 -0.17 -0.12 -0.07
Ag -2.785668 -1.072400 -0.627346 -0.02 0.00 -0.35
```
Forces are in eV/Å.

Largest force on an atom, eV/A: 1.5
Total charge: +1
Gap between HOMO and LUMO, Ha: 0.22395

So, what does the Löwdin scheme give us? The charges, in e, come out as: atom 1 (C): -0.111, atom 2 (C): -0.252, atom 3 (C): -0.198, atom 4 (C): -0.184, atom 5 (C): -0.206, atom 6 (C): -0.180, atom 7 (C): -0.189, atom 8 (C): -0.180, atom 9 (C): -0.207, atom 10 (C): -0.164, atom 11 (C): -0.177, atom 12 (C): -0.140, atom 13 (C): -0.126, atom 14 (C): 0.024, atom 15 (C): -0.155, atom 16 (C): -0.182, atom 17 (C): -0.712, atom 18 (C): -0.228, atom 19 (Br): 0.755, atom 20 (C): -0.028, atom 21 (C): -0.009, atom 22 (C): -0.071, atom 23 (C): -0.130, atom 24 (C): -0.156, atom 25 (C): -0.284, atom 26 (N): -0.008, atom 27 (C): -0.293, atom 28 (O): 0.142, atom 29 (C): -0.132, atom 30 (C): -0.081, atom 31 (C): -0.196, atom 32 (C): -0.037, atom 33 (C): -0.068, atom 34 (C): -0.080, atom 35 (C): -0.077, atom 36 (C): -0.039, atom 37 (C): 0.070, atom 38 (C): -0.329, atom 39 (O): 0.095, atom 40 (H): 0.071, atom 41 (H): 0.046, atom 42 (H): 0.081, atom 43 (H): 0.092, atom 44 (H): 0.106, atom 45 (H): 0.112, atom 46 (H): 0.101, atom 47 (H): 0.109, atom 48 (H): 0.096, atom 49 (H): 0.024, atom 50 (H): 0.098, atom 51 (H): 0.116, atom 52 (H): 0.109, atom 53 (H): 0.099, atom 54 (H): 0.112, atom 55 (H): 0.103, atom 56 (H): 0.115, atom 57 (H): 0.065, atom 58 (H): 0.104, atom 59 (H): 0.108, atom 60 (H): 0.105, atom 61 (H): 0.117, atom 62 (H): 0.080, atom 63 (H): 0.125, atom 64 (H): 0.099, atom 65 (H): 0.127, atom 66 (H): 0.125, atom 67 (H): 0.089, atom 68 (H): 0.095, atom 69 (H): 0.074, atom 70 (H): 0.067, atom 71 (H): 0.061, atom 72 (H): 0.110, atom 73 (H): 0.096, atom 74 (H): 0.104, atom 75 (H): 0.107, atom 76 (H): 0.096, atom 77 (H): 0.111, atom 78 (H): 0.065, atom 79 (H): 0.066, atom 80 (H): 0.135, atom 81 (H): 0.120, atom 82 (H): 0.111, atom 83 (H): 0.100, atom 84 (H): 0.098, atom 85 (H): 0.094, atom 86 (H): 0.097, atom 87 (H): 0.146, atom 88 (Ag): 0.833